{"formula": "C44H50N4O5P2ReSe", "method": "the ωB97M-V functional and the def2-TZVPD basis", "elements": ["Re", "N", "C", "C", "O", "N", "C", "C", "O", "O", "H", "H", "H", "H", "H", "H", "O", "P", "C", "P", "O", "C", "C", "C", "C", "C", "C", "C", "C", "C", "C", "C", "C", "C", "C", "C", "C", "C", "C", "C", "C", "C", "C", "C", "C", "H", "H", "H", "H", "H", "H", "H", "H", "H", "H", "H", "H", "H", "H", "H", "H", "H", "H", "H", "H", "H", "H", "C", "C", "C", "C", "N", "C", "Se", "N", "C", "C", "C", "C", "C", "C", "C", "C", "C", "C", "H", "H", "H", "H", "H", "H", "H", "H", "H", "H", "H", "H", "H", "H", "H", "H", "H", "H", "H", "H", "H", "H"], "positions_angstrom": [[-0.0993, -0.8240, 1.2086], [1.1982, -1.7603, 2.6311], [1.5715, -3.1134, 2.1184], [0.3462, -3.7194, 1.4319], [0.1791, -4.9107, 1.3470], [-0.5216, -2.7515, 0.9864], [-1.9588, -2.9943, 1.0469], [-2.5393, -2.0396, 2.0994], [-3.6367, -2.1339, 2.5592], [-1.6916, -1.0349, 2.4356], [2.0193, -1.2134, 2.8792], [0.6466, -1.8656, 3.4832], [1.8886, -3.7732, 2.9233], [2.3926, -3.0039, 1.4122], [-2.1801, -4.0287, 1.3051], [-2.4437, -2.7586, 0.0957], [0.2785, 1.0860, 1.9413], [-0.6712, 2.2390, 2.3363], [-2.3348, 1.8364, 1.7385], [-2.4101, 1.1955, 0.0474], [-1.4501, -0.0044, -0.0947], [-1.9387, 2.4928, -1.0694], [-2.9006, 3.4115, -1.4927], [-2.5209, 4.4833, -2.2842], [-1.1902, 4.6342, -2.6527], [-0.2342, 3.7153, -2.2389], [-0.6054, 2.6416, -1.4470], [-4.0751, 0.6890, -0.2823], [-4.2948, 0.0141, -1.4877], [-5.5637, -0.4409, -1.7946], [-6.6110, -0.2254, -0.9051], [-6.3958, 0.4465, 0.2884], [-5.1260, 0.9052, 0.6058], [-0.0888, 3.7442, 1.5952], [1.2677, 3.8366, 1.2843], [1.7689, 5.0150, 0.7542], [0.9215, 6.0918, 0.5329], [-0.4306, 5.9994, 0.8397], [-0.9385, 4.8284, 1.3764], [-0.8098, 2.4254, 4.0949], [-1.2750, 1.3401, 4.8482], [-1.4260, 1.4753, 6.2159], [-1.1238, 2.6854, 6.8325], [-0.6636, 3.7602, 6.0875], [-0.5042, 3.6361, 4.7151], [-2.9764, 2.7165, 1.8259], [-2.7092, 1.0546, 2.4064], [-3.9412, 3.2831, -1.2182], [-3.2630, 5.1929, -2.6238], [-0.8984, 5.4684, -3.2771], [0.7988, 3.8341, -2.5380], [0.1356, 1.9167, -1.1322], [-3.4756, -0.1488, -2.1797], [-5.7415, -0.9598, -2.7265], [-7.6014, -0.5887, -1.1444], [-7.2137, 0.6084, 0.9765], [-4.9702, 1.4165, 1.5466], [1.9217, 2.9896, 1.4487], [2.8207, 5.0940, 0.5146], [1.3162, 7.0116, 0.1220], [-1.0869, 6.8409, 0.6643], [-1.9932, 4.7691, 1.6180], [-1.5294, 0.4017, 4.3670], [-1.7879, 0.6423, 6.8031], [-1.2530, 2.7893, 7.9015], [-0.4268, 4.6968, 6.5731], [-0.1355, 4.4738, 4.1375], [-0.7143, -0.1474, -3.5814], [0.0863, -1.3651, -4.0321], [-0.4778, -2.6816, -3.5025], [-0.2781, -2.8521, -1.9997], [1.1248, -3.1266, -1.6735], [2.0163, -2.2848, -1.1400], [1.6934, -0.5340, -0.4990], [3.2226, -2.8708, -1.1092], [4.4847, -2.2325, -0.7255], [5.0530, -1.3471, -1.8292], [6.1530, -0.4301, -1.2932], [5.6059, 0.7832, -0.5486], [3.1107, -4.1484, -1.6579], [4.0528, -5.1516, -1.8657], [3.5866, -6.3252, -2.4193], [2.2322, -6.4996, -2.7503], [1.3026, -5.5019, -2.5488], [1.7777, -4.3138, -2.0019], [-0.3626, 0.7585, -4.0756], [-0.6371, 0.0186, -2.5040], [-1.7710, -0.2689, -3.8326], [1.1317, -1.2606, -3.7192], [0.1055, -1.4050, -5.1219], [-0.0294, -3.5244, -4.0309], [-1.5525, -2.7282, -3.6973], [-0.8675, -3.6733, -1.5909], [-0.5584, -1.9407, -1.4727], [5.1761, -3.0393, -0.4863], [4.3104, -1.6621, 0.1875], [4.2453, -0.7452, -2.2566], [5.4372, -1.9804, -2.6312], [6.7723, -0.0974, -2.1264], [6.8153, -1.0011, -0.6353], [4.9761, 1.3862, -1.2061], [6.4151, 1.4158, -0.1860], [5.0018, 0.4956, 0.3159], [5.0944, -5.0293, -1.6041], [4.2792, -7.1354, -2.6000], [1.9121, -7.4427, -3.1707], [0.2593, -5.6464, -2.7915]], "spin_multiplicity": 4, "total_charge": 2, "total_energy_ev": -148685.631}

{"formula": "C5H4O4Yb", "method": "the ωB97M-V functional and the def2-TZVPD basis", "elements": ["C", "C", "H", "H", "O", "C", "O", "O", "Yb", "C", "C", "O", "H", "H"], "positions_angstrom": [[-0.6822, 3.4204, -0.5991], [-1.1533, 3.5271, -1.7391], [-1.6895, 3.6304, -2.6750], [-0.6439, 2.3735, -1.4109], [1.3287, -1.4505, 1.0264], [0.6039, -0.5457, 0.4905], [-0.1576, 0.2151, 1.1415], [0.2898, -0.8201, -0.7892], [0.0876, 2.5867, 1.6397], [0.4625, -3.1656, -0.2080], [0.4628, -2.2782, -1.1759], [0.0819, -4.2339, 0.2780], [-0.0336, -2.5144, -2.1257], [0.7970, -4.8760, 0.4838]], "de_lowest_kj_mol": 56.2, "spin_multiplicity": 2, "total_charge": 3}

{"formula": "C17H23ClN2O4S", "method": "the ωB97M-V functional and the def2-TZVPD basis", "elements": ["O", "C", "N", "C", "C", "C", "C", "C", "O", "C", "C", "C", "C", "N", "S", "O", "O", "C", "C", "C", "C", "Cl", "C", "C", "C", "H", "H", "H", "H", "H", "H", "H", "H", "H", "H", "H", "H", "H", "H", "H", "H", "H", "H", "H", "H", "H", "H", "H"], "positions_angstrom": [[3.9942, 0.5358, 1.3400], [3.2474, 0.3009, 0.4142], [2.8477, 1.2354, -0.4839], [2.9352, 2.6478, -0.2094], [1.6160, 3.1381, 0.4193], [1.5370, 4.6671, 0.5065], [0.7561, 5.0300, -0.7555], [-0.1916, 3.8393, -0.8710], [0.5270, 2.7132, -0.4004], [2.6175, -1.0552, 0.1428], [3.4218, -2.2464, 0.6556], [2.6413, -3.5267, 0.3582], [1.2472, -3.4668, 0.9846], [0.5208, -2.2700, 0.6077], [-0.2724, -2.2757, -0.8680], [0.4635, -1.5802, -1.8908], [-0.7016, -3.6160, -1.1317], [-1.6904, -1.2731, -0.4265], [-2.6969, -1.8533, 0.3222], [-3.7860, -1.0943, 0.7115], [-3.8424, 0.2442, 0.3441], [-5.1928, 1.1979, 0.8302], [-2.8334, 0.8268, -0.4097], [-1.7500, 0.0570, -0.7972], [1.2502, -1.0489, 0.8492], [2.1181, 0.9773, -1.1330], [3.7603, 2.8025, 0.4879], [3.1288, 3.1813, -1.1433], [1.5072, 2.6591, 1.4009], [0.9798, 4.9667, 1.3941], [2.5251, 5.1193, 0.5420], [1.4207, 5.0701, -1.6187], [0.2257, 5.9752, -0.6726], [-1.0802, 3.9931, -0.2415], [-0.5131, 3.6343, -1.8946], [2.4423, -1.1709, -0.9300], [4.3973, -2.2748, 0.1677], [3.5873, -2.1368, 1.7293], [3.1727, -4.3974, 0.7448], [2.5318, -3.6408, -0.7227], [0.6404, -4.3122, 0.6591], [1.3201, -3.4734, 2.0774], [-2.6171, -2.8969, 0.5800], [-4.5841, -1.5286, 1.2926], [-2.8952, 1.8665, -0.6885], [-0.9541, 0.4808, -1.3886], [0.6313, -0.2202, 0.4985], [1.3970, -0.9445, 1.9296]], "de_lowest_kj_mol": 0.4, "smiles": "O=C(NC[C@H]1CCCO1)[C@H]1CCCN(S(=O)(=O)c2ccc(Cl)cc2)C1"}